[1]
Entry from the OMol25 dataset: one molecule with the formula C4H7N3O in a non-equilibrium geometry (wB97M-V/def2-TZVPD).

Its max |F| is 6.6 eV/A. As for the HOMO-LUMO gap: 9.2 eV. The energy above the lowest of the compared OMol25 structures with the same formula, charge and spin comes out at 154.3 kcal per mole. The SMILES is O=C1NNC[C@H]2N[C@H]12. The energy is -10773.058 eV. The value obtained for the HOMO energy is -8.5 eV.

```
15
C4H7N3O wB97M-V/def2-TZVPD
C -0.3216 0.6952 -0.3406
H -1.3416 -1.6901 -0.8108
H 0.5562 0.8706 1.8013
H -2.2084 0.0841 -0.4619
H -1.6177 0.3012 1.1992
N 0.1001 2.0358 -0.0682
H -0.2053 0.4349 -1.4419
C 0.7845 0.8670 0.6556
O 2.7192 -0.3106 -0.1898
H 0.8140 -2.4665 -0.3353
H 0.7498 2.3292 -0.7889
C 1.6257 -0.2745 0.2588
N 0.6157 -1.3928 0.2408
C -1.3914 -0.0731 0.2538
N -0.8793 -1.4102 0.0278
```

[2]
Entry from the OMol25 dataset: one molecule with the formula C23H31N3O5 in a non-equilibrium geometry (wB97M-V/def2-TZVPD).

Its max |F| is 1.1 eV/A. As for the HOMO-LUMO gap: 8.5 eV. The energy above the lowest of the compared OMol25 structures with the same formula, charge and spin comes out at 76.4 kcal per mole. The SMILES is COc1ccc(-c2nc(CN3CCC(C(=O)N4CCOCC4)CC3)c(C)o2)cc1OC. The energy is -39061.383 eV. The value obtained for the HOMO energy is -7.9 eV.

```
62
C23H31N3O5 wB97M-V/def2-TZVPD
O 0.3557 -2.5031 -1.4729
C 1.7796 -2.4349 0.2094
C -1.2450 2.2055 0.3448
C 2.9811 -2.5146 1.1030
C -3.6785 -1.1634 -1.5185
H -2.6171 0.3328 3.1583
C -2.2085 -1.2040 0.8355
O -5.5473 -0.3051 -0.2125
H -6.4953 -1.2163 -1.8196
H 1.2056 0.1144 1.4494
H 4.1431 -1.4810 -0.8103
H 3.4487 -3.7324 -1.6493
C -2.3623 -1.5955 -1.5386
O -1.6430 3.5083 -0.0068
O 2.9908 3.1316 -0.5983
H -4.1925 0.0290 3.9339
C 4.0285 0.6130 -0.3293
H -5.9247 0.4532 -2.1075
C -0.2384 -2.0304 -0.3562
C 2.5291 0.8279 -0.1194
H 0.0141 0.6163 -0.3795
H -7.3097 0.1557 -1.0286
O -4.1781 -0.3518 1.9744
C 3.2444 -0.2614 2.0581
C -3.4811 -0.3386 3.1963
H -1.9124 -1.9138 -2.4657
C 2.1755 0.6059 1.3656
H -0.9208 5.3392 -0.4193
H -3.1482 -1.3418 3.4805
N 3.7888 -1.3190 1.2421
H 2.8218 -0.7059 2.9613
C 0.4517 3.8402 -1.1857
H 2.6371 -2.7885 2.1033
C -3.5191 -0.7753 0.8648
H 4.2887 0.8170 -1.3690
C 2.1579 2.2455 -0.5336
H -0.7978 1.5458 -1.6575
H 3.6386 -3.3094 0.7339
C -4.2721 -0.7499 -0.3364
H -0.7511 2.2156 1.3294
H 4.0872 0.3686 2.3584
N 0.5713 -1.9765 0.6625
C 1.6424 -2.7650 -1.1119
C -0.5269 4.3633 -0.1326
H 4.5750 1.3267 0.2865
H 2.0541 -4.1370 -2.6694
H -2.1561 1.6077 0.3994
C -1.6215 -1.6155 -0.3667
H 5.5060 -0.8840 0.1470
C 2.5585 -3.3365 -2.1303
H 2.8545 -2.5782 -2.8563
N 0.8581 2.4906 -0.8375
C 4.4156 -0.8264 0.0206
H 1.3462 4.4622 -1.2292
H -1.6009 -1.2374 1.7238
H -0.0091 4.4484 0.8349
H -4.2371 -1.1528 -2.4405
H 1.9923 0.1104 -0.7475
H 2.1205 1.5669 1.8820
H -0.0385 3.8213 -2.1653
C -0.2801 1.6134 -0.6920
C -6.3492 -0.2307 -1.3653
```

> Which value of max |F| does entry 1 give?

6.6 eV/A

> What is the formula in the second record?

C23H31N3O5

> Look up the max |F| of the first one.

6.6 eV/A

What did the second record say?
Entry from the OMol25 dataset: one molecule with the formula C23H31N3O5 in a non-equilibrium geometry (wB97M-V/def2-TZVPD).

Its max |F| is 1.1 eV/A. As for the HOMO-LUMO gap: 8.5 eV. The energy above the lowest of the compared OMol25 structures with the same formula, charge and spin comes out at 76.4 kcal per mole. The SMILES is COc1ccc(-c2nc(CN3CCC(C(=O)N4CCOCC4)CC3)c(C)o2)cc1OC. The energy is -39061.383 eV. The value obtained for the HOMO energy is -7.9 eV.

```
62
C23H31N3O5 wB97M-V/def2-TZVPD
O 0.3557 -2.5031 -1.4729
C 1.7796 -2.4349 0.2094
C -1.2450 2.2055 0.3448
C 2.9811 -2.5146 1.1030
C -3.6785 -1.1634 -1.5185
H -2.6171 0.3328 3.1583
C -2.2085 -1.2040 0.8355
O -5.5473 -0.3051 -0.2125
H -6.4953 -1.2163 -1.8196
H 1.2056 0.1144 1.4494
H 4.1431 -1.4810 -0.8103
H 3.4487 -3.7324 -1.6493
C -2.3623 -1.5955 -1.5386
O -1.6430 3.5083 -0.0068
O 2.9908 3.1316 -0.5983
H -4.1925 0.0290 3.9339
C 4.0285 0.6130 -0.3293
H -5.9247 0.4532 -2.1075
C -0.2384 -2.0304 -0.3562
C 2.5291 0.8279 -0.1194
H 0.0141 0.6163 -0.3795
H -7.3097 0.1557 -1.0286
O -4.1781 -0.3518 1.9744
C 3.2444 -0.2614 2.0581
C -3.4811 -0.3386 3.1963
H -1.9124 -1.9138 -2.4657
C 2.1755 0.6059 1.3656
H -0.9208 5.3392 -0.4193
H -3.1482 -1.3418 3.4805
N 3.7888 -1.3190 1.2421
H 2.8218 -0.7059 2.9613
C 0.4517 3.8402 -1.1857
H 2.6371 -2.7885 2.1033
C -3.5191 -0.7753 0.8648
H 4.2887 0.8170 -1.3690
C 2.1579 2.2455 -0.5336
H -0.7978 1.5458 -1.6575
H 3.6386 -3.3094 0.7339
C -4.2721 -0.7499 -0.3364
H -0.7511 2.2156 1.3294
H 4.0872 0.3686 2.3584
N 0.5713 -1.9765 0.6625
C 1.6424 -2.7650 -1.1119
C -0.5269 4.3633 -0.1326
H 4.5750 1.3267 0.2865
H 2.0541 -4.1370 -2.6694
H -2.1561 1.6077 0.3994
C -1.6215 -1.6155 -0.3667
H 5.5060 -0.8840 0.1470
C 2.5585 -3.3365 -2.1303
H 2.8545 -2.5782 -2.8563
N 0.8581 2.4906 -0.8375
C 4.4156 -0.8264 0.0206
H 1.3462 4.4622 -1.2292
H -1.6009 -1.2374 1.7238
H -0.0091 4.4484 0.8349
H -4.2371 -1.1528 -2.4405
H 1.9923 0.1104 -0.7475
H 2.1205 1.5669 1.8820
H -0.0385 3.8213 -2.1653
C -0.2801 1.6134 -0.6920
C -6.3492 -0.2307 -1.3653
```